The following is a quantum chemistry calculation of a structure of composition C26H23Cl2LiN4PS, from the OMol25 dataset.

- highest occupied orbital energy (eV) = -1.882
- ΔE to the lowest compared entry with this formula, charge and spin (eV) = 0.280
- charge = -1
- gap between HOMO and LUMO (eV) = 3.550
- max |F| (hartree/bohr) = 0.082

XYZ file:
```
58
Properties=species:S:1:pos:R:3:forces:R:3:lowdin_charge:R:1
Li -0.157 -2.076 1.573 -0.1375 0.2765 -0.5990 0.494
N -3.694 -3.960 -0.233 -2.4698 -1.8072 -0.2662 0.042
C -2.560 -3.648 0.345 3.0831 2.6837 -1.0752 -0.959
S -1.439 -2.715 -0.658 -0.2698 -0.7498 1.2318 0.426
N -2.460 -3.985 1.600 0.9868 0.0648 2.7941 -0.040
N -1.359 -3.458 2.255 -0.3753 -1.4965 -0.0366 -0.102
C -1.033 -3.925 3.427 -1.5543 -0.5563 -0.8819 -0.125
C 0.263 -3.592 3.989 1.0402 2.3839 -0.0102 -0.269
C 0.882 -4.328 4.987 0.6720 0.2550 0.2058 -0.032
C 2.103 -3.892 5.520 -0.5557 0.0271 0.4165 -0.067
C 2.595 -2.675 5.110 -0.8017 0.2342 -1.4017 -0.083
C 2.005 -1.963 4.046 -1.4509 -2.0592 -0.1379 -0.085
N 0.848 -2.433 3.496 0.9659 -0.1656 0.3713 0.043
H -3.724 -3.996 -1.234 0.0757 0.0643 -0.0871 0.073
H -4.188 -4.687 0.287 -0.1954 0.3669 -0.4291 0.099
H -1.700 -4.613 3.999 0.5697 0.2483 -0.6732 0.125
H 0.421 -5.211 5.370 -0.2722 -0.5526 0.0409 0.100
H 2.655 -4.429 6.319 -0.6713 0.2067 -0.6656 0.118
H 3.450 -2.291 5.552 1.6076 0.6592 0.7036 0.074
H 2.497 -1.107 3.572 -0.4762 -0.1727 0.3300 0.120
Cl -1.993 0.164 1.945 0.3704 -0.7714 -0.2158 0.670
C -1.817 1.666 1.122 -0.1993 2.7778 0.5079 -0.665
C -2.574 2.708 1.705 -0.6743 -1.1623 -0.1285 -0.138
C -2.558 3.977 1.172 -1.2418 0.4875 1.4972 -0.117
C -1.634 4.299 0.221 1.0359 1.7106 -1.8813 -0.111
C -0.924 3.326 -0.443 0.8641 -0.5021 0.3711 -0.071
C -0.993 2.013 0.060 -0.0884 -0.9106 -1.0332 -0.377
P -0.155 0.688 -0.873 1.0605 -0.9585 0.2361 1.026
C -0.825 0.976 -2.551 -0.8455 -0.3603 0.1615 -0.362
C -1.832 0.086 -2.915 -0.6116 1.7964 -2.1210 -0.106
C -2.528 0.282 -4.142 -0.5541 -1.1640 0.9931 -0.077
C -2.293 1.415 -4.930 -0.6630 -1.8642 0.1300 -0.129
C -1.288 2.253 -4.566 2.2416 1.6660 -0.0887 -0.099
C -0.533 2.014 -3.409 -1.0694 0.0460 -0.8246 -0.107
C 1.509 1.342 -1.045 -0.6839 0.7072 0.3827 -0.440
C 2.292 0.978 -2.214 1.2248 -1.5629 -1.7243 -0.466
C 3.471 1.860 -2.441 1.5164 1.6181 0.1232 -0.123
C 3.916 2.846 -1.561 -0.9396 -2.5009 -0.8346 -0.162
C 3.177 3.020 -0.379 -0.2648 0.9232 1.3972 -0.202
C 2.017 2.272 -0.177 0.2513 0.1254 0.3900 -0.195
H -3.243 2.416 2.519 0.0885 0.3618 -0.2602 0.090
H -3.308 4.731 1.514 0.9829 -0.5962 -0.0006 0.115
H -1.421 5.351 -0.050 -0.6305 -0.6223 0.0272 0.112
H -0.209 3.526 -1.302 -1.0324 -0.1326 1.4401 0.127
H -2.183 -0.586 -2.192 -0.1878 -1.4058 0.5580 0.006
H -3.294 -0.513 -4.416 0.8787 1.3602 0.2267 0.112
H -2.882 1.536 -5.817 -0.0742 0.2444 -0.4035 0.086
H -0.913 3.106 -5.209 -0.9137 -0.9795 0.7089 0.119
H 0.207 2.718 -3.162 1.1549 0.6494 0.2685 0.085
H 1.690 0.863 -3.143 0.0003 0.3176 0.1613 0.088
H 4.115 1.560 -3.275 -0.2352 0.2862 0.0663 0.067
H 4.899 3.291 -1.650 -0.1193 0.2492 -0.4090 0.077
H 3.436 3.807 0.335 -0.0044 -0.3148 -0.1084 0.056
H 1.447 2.351 0.737 0.0299 0.6973 0.3127 0.086
Cl 3.275 -1.204 -3.642 0.2890 -0.3370 -0.6044 0.513
C 2.824 -0.503 -2.087 0.3181 0.3051 2.0089 -0.587
H 1.985 -1.086 -1.685 0.3507 -0.2076 -0.0546 0.044
H 3.730 -0.564 -1.376 -1.3956 0.1128 -1.1061 0.103
```
Positions in Å, forces in eV/Å.

The following is a quantum chemistry calculation of a cluster of 2 separate species, C3H11NOS in total, from the OMol25 dataset.

- highest occupied orbital energy (alpha / beta) (eV) = 1.053 / -5.471
- ΔE to the lowest compared entry with this formula, charge and spin (eV) = 0.950
- multiplicity = 2
- charge = -1
- expectation value of S² = 0.751
- gap between HOMO and LUMO (alpha / beta) (eV) = 2.086 / 9.013
- max |F| (hartree/bohr) = 0.044

XYZ file:
```
17
Properties=species:S:1:pos:R:3:forces:R:3:lowdin_charge:R:1
C -0.024 2.316 -0.463 -0.6891 0.7525 -0.0603 -0.265
C -0.943 1.764 0.634 2.0458 0.1801 0.9941 -0.641
S -0.074 1.722 2.299 0.2349 0.1172 -0.2972 0.269
H -0.229 3.383 -0.618 0.0156 -0.1091 0.0146 0.056
H 1.031 2.261 -0.230 0.1602 -0.3919 -0.0221 0.020
H -0.235 1.808 -1.403 0.1594 -0.0819 -0.1312 0.049
H -1.134 0.716 0.435 -0.7825 0.1609 -0.0828 0.015
H -1.743 2.455 0.865 -0.6655 -0.5242 -0.4892 0.030
H 1.202 1.998 1.903 -0.4230 -0.1750 0.0340 -0.210
N 0.830 -1.521 -0.436 0.7198 0.2551 0.1641 -0.018
C 0.212 -2.808 -0.621 -0.6990 0.4010 0.5131 -0.474
O -1.154 -2.730 -0.231 -0.2966 -1.1682 0.0164 -0.098
H 1.721 -1.428 -0.924 -0.2871 -0.1186 -0.3658 0.022
H 1.129 -1.390 0.535 -0.4191 -0.0546 0.0164 0.023
H 0.613 -3.590 0.020 0.3269 -0.2223 -0.0682 0.088
H 0.226 -3.124 -1.662 0.3800 0.1096 -0.1465 0.093
H -1.430 -1.832 -0.105 0.2193 0.8693 -0.0893 0.042
```
Positions in Å, forces in eV/Å.